The following is a DFT calculation (ωB97M-V/def2-TZVPD) of 2 unconnected molecules or ions with the total composition C2H7N2.

Each line ends with the Mulliken charge.
Positions of all 11 atoms, in Å:
C  0.43  0.01  -0.02  0.507
C  -1.63  0.02  0.00  -0.877
N  0.99  0.95  0.71  -0.342
N  0.94  -0.96  -0.68  -0.270
H  -1.61  -0.99  -0.42  0.334
H  -1.87  0.01  1.04  0.353
H  -1.92  0.84  -0.56  0.370
H  0.45  1.76  1.11  0.276
H  2.01  1.09  0.77  0.239
H  0.36  -1.42  -1.27  0.200
H  1.85  -1.31  -0.69  0.211

Values from the calculation:
Relative energy (zero: lowest compared OMol25 entry of this formula, charge and spin) in kJ/mol: 180.6
Net charge: +1
Frontier orbital gap in eV: 12.402
LUMO in hartree: -0.132
E_tot in eV: -5159.59414